[1]
Molecular formula: C6H11NO2
Method: DFT, ωB97M-V/def2-TZVPD

Each line ends with the natural charge from an NBO analysis.
Element x y z (Å)
C: -1.25 -0.85 -0.28  0.396
C: 1.12 -0.28 -0.34  0.150
C: -1.66 0.40 0.07  0.170
C: 1.01 0.89 -1.37  -0.658
C: -1.14 1.59 0.78  -0.636
C: 0.43 -2.39 0.62  -0.400
N: 0.16 -1.07 0.05  -0.290
O: -2.05 -1.69 -0.69  -0.740
O: -3.05 0.61 -0.06  -0.691
H: 2.24 -0.48 -0.08  0.201
H: 1.89 0.84 -1.84  0.208
H: 0.93 1.87 -0.75  0.240
H: 0.16 0.55 -2.10  0.255
H: -0.15 1.28 1.26  0.192
H: -1.79 2.08 1.50  0.239
H: -0.77 2.27 0.10  0.202
H: 1.50 -2.25 0.92  0.203
H: -0.17 -2.42 1.46  0.219
H: 0.09 -3.08 -0.11  0.248
H: -3.24 -0.03 -0.74  0.492

Results
* energy: -440.32545 hartree
* maximum force: 5.03 eV Å⁻¹
* HOMO-LUMO gap (alpha / beta): 6.636 / 6.638 eV
* total charge: 0
* HOMO energy (alpha / beta): -6.62 / -6.62 eV
* 2S+1: 1

=====

[2]
Molecular formula: C6H11NO2
Method: DFT, ωB97M-V/def2-TZVPD

Each line ends with the natural charge from an NBO analysis.
Element x y z (Å)
C: -1.56 0.66 -1.07  -0.636
C: -0.66 0.00 -0.02  -0.095
C: -1.41 -0.19 1.29  -0.611
C: 0.05 -1.20 -0.45  -0.332
C: 1.37 -1.35 -0.16  0.155
O: 1.90 -2.59 0.02  -0.673
C: 0.76 0.97 0.60  0.701
N: 1.30 1.77 -0.35  -0.858
O: 1.10 1.00 1.76  -0.619
H: -1.14 0.57 -2.07  0.208
H: -1.69 1.71 -0.84  0.218
H: -2.55 0.20 -1.06  0.222
H: -0.75 -0.62 2.04  0.238
H: -1.77 0.76 1.68  0.212
H: -2.26 -0.86 1.12  0.200
H: -0.51 -2.02 -0.89  0.213
H: 2.10 -0.55 -0.27  0.181
H: 2.87 -2.54 0.03  0.479
H: 0.95 1.75 -1.29  0.398
H: 1.90 2.53 -0.06  0.399

Results
* energy: -440.40483 hartree
* maximum force: 3.66 eV Å⁻¹
* HOMO-LUMO gap: 9.013 eV
* structure (SMILES): CC(C)(/C=C/O)C(N)=O
* total charge: 0
* HOMO energy: -8.30 eV
* 2S+1: 1

=====

[3]
Molecular formula: C6H11NO2
Method: DFT, ωB97M-V/def2-TZVPD

Each line ends with the natural charge from an NBO analysis.
Element x y z (Å)
C: -1.77 -1.74 0.41  -0.268
O: -0.98 -1.27 -0.70  -0.560
C: -1.18 0.12 -0.99  -0.062
C: 0.05 1.07 -0.54  -0.378
C: 1.42 0.27 -0.91  -0.426
C: 1.77 -0.23 0.60  -0.234
N: 1.56 1.07 1.34  -0.677
C: 0.11 1.34 1.04  0.715
O: -0.77 1.65 1.85  -0.513
H: -2.67 -1.10 0.66  0.191
H: -2.18 -2.78 0.14  0.191
H: -1.10 -1.92 1.33  0.179
H: -2.12 0.58 -0.53  0.193
H: -1.30 0.26 -2.13  0.186
H: -0.12 1.99 -1.21  0.247
H: 2.29 0.97 -1.20  0.201
H: 1.25 -0.52 -1.71  0.234
H: 2.79 -0.70 0.78  0.226
H: 0.89 -0.86 1.00  0.204
H: 2.04 1.80 0.77  0.352

Results
* energy: -440.36614 hartree
* maximum force: 4.04 eV Å⁻¹
* HOMO-LUMO gap: 10.147 eV
* structure (SMILES): COC[C@@H]1CCNC1=O
* total charge: 0
* HOMO energy: -9.46 eV
* 2S+1: 1